Version i
The following is a quantum chemistry calculation of a 2-piece molecular cluster, CH3O3 overall, from the OMol25 dataset.

The geometry in ORCA input format:
```
! RIJCOSX wB97M-V def2-TZVPD def2/J DEFGRID3
* xyz -1 1
H -1.56115 -0.13587 -1.10987
C 0.55127 0.04863 1.00489
O 0.91789 0.19727 -0.18594
H -0.01851 0.02610 -1.24659
O 0.67928 1.03070 1.85820
H 0.25394 -0.93929 1.43305
O -0.82271 -0.22754 -1.75374
*
```

Lowest unoccupied orbital energy (eV): 4.586
Frontier orbital gap (eV): 8.81

=====

Version ii
The following is a quantum chemistry calculation of a 2-piece molecular cluster, CH3O3 overall, from the OMol25 dataset.

The geometry in ORCA input format:
```
! RIJCOSX wB97M-V def2-TZVPD def2/J DEFGRID3
* xyz -1 1
O 0.36705 -1.27577 1.50115
H 0.91137 -0.48091 1.22762
O -0.99085 -0.22030 -0.72159
H 0.03963 -1.41357 0.65296
O 0.68773 1.06472 -0.18072
C -0.32065 0.80236 -0.86773
H -0.69427 1.52346 -1.61169
*
```

Lowest unoccupied orbital energy (eV): 4.733
Frontier orbital gap (eV): 9.05

=====

The data favor version ii; the next most stable structure lies 0.0141 hartree above it.

=====

Version i
The following is a quantum chemistry calculation of a 7-piece molecular cluster, C3H20O8 overall, from the OMol25 dataset.

The geometry in ORCA input format:
```
! RIJCOSX wB97M-V def2-TZVPD def2/J DEFGRID3
* xyz 0 1
H 2.04112 0.48293 1.66873
O 1.78849 1.32268 -0.33129
H 0.03411 0.57449 0.48999
C -0.48841 1.79709 -1.21847
C 0.40992 1.46128 0.00031
O -0.47212 -1.36433 2.80455
H -1.47305 1.50728 -0.82663
H 1.60672 -1.76717 -0.96424
H -1.89862 2.06047 1.42055
H 1.80435 -1.20017 -2.34686
H 2.14544 0.56747 -0.86901
H 1.94003 -0.60016 0.86366
H 0.22758 -0.81611 2.37054
H 1.38066 1.75067 -2.91309
O 0.95343 0.89850 -3.03242
O 1.71385 -0.43073 1.79437
H -3.06522 -2.13724 1.08436
H -0.25730 2.70389 -1.76619
H -0.32155 -0.24191 -2.00219
C -0.28853 0.80715 -2.36968
O 2.13511 -1.10904 -1.44471
O -2.43050 -1.46513 0.83971
H -0.79652 -0.90832 3.58486
O -1.90723 1.17814 1.80954
H 0.02950 -1.79616 0.35132
H -0.02522 -3.15592 0.75529
H -1.12252 0.91169 -3.06528
O -0.12436 -2.65602 -0.07007
H 0.56613 2.26065 0.71894
H -1.75202 -1.26716 1.51762
H -2.35325 0.63117 1.14578
*
```

SMILES string: OCCCO.O.O.O.O.O.O
Lowest unoccupied orbital energy (eV): 0.495
Frontier orbital gap (eV): 10.51

=====

Version ii
The following is a quantum chemistry calculation of a 8-piece molecular cluster, C3H20O8 overall, from the OMol25 dataset.

The geometry in ORCA input format:
```
! RIJCOSX wB97M-V def2-TZVPD def2/J DEFGRID3
* xyz 0 1
H -1.48442 2.00535 -2.00019
O -1.15567 1.21827 -0.34343
C 0.80876 0.31463 -1.36171
H 1.19896 1.29093 -1.09736
H -0.36677 1.73911 1.33813
H 3.23942 1.22074 1.53959
H -0.32833 -0.61858 0.18604
H -0.51239 -3.12916 1.92644
H -0.99398 2.51873 -3.38215
H 0.86746 1.47187 2.19871
H -1.14810 -0.58234 -1.39719
O 2.43564 -1.79060 1.12868
O -0.07382 1.72679 2.26153
O 2.48314 0.83819 1.99159
H -1.34253 -0.26722 4.11416
H -2.03822 1.02142 -0.03584
O -1.35949 -0.37309 3.16668
H 2.50543 -0.11822 1.75635
O 0.08113 -2.51462 2.37481
H -0.48113 -1.76358 2.66881
C -0.49925 -0.03311 -0.71314
H 1.58502 -2.17000 1.40383
O -1.78113 2.17690 -2.91631
H 1.04758 -1.45893 -2.44724
H -3.25894 -0.56641 -3.93603
O -2.52293 -0.49317 -3.32797
H -2.30014 0.46318 -3.30252
H 2.42262 -0.24220 -2.61443
H -0.91011 0.42524 2.82094
H 2.42220 -1.80961 0.16867
C 1.46002 -0.50051 -2.16944
*
```

SMILES string: C=CCO.O.O.O.O.O.O.O
Lowest unoccupied orbital energy (eV): 0.507
Frontier orbital gap (eV): 10.87

=====

The data favor version ii; the next most stable structure lies 0.0588 hartree above it.

=====

Version i
The following is a quantum chemistry calculation of one molecule with the formula CH6OSi, from the OMol25 dataset.

The geometry in ORCA input format:
```
! RIJCOSX wB97M-V def2-TZVPD def2/J DEFGRID3
* xyz 0 1
Si -0.75264 0.09920 0.98190
H -0.37891 1.49155 1.13972
H -0.45655 -0.92347 2.01346
C 0.50799 -0.36678 -0.31992
O 0.29255 0.88774 -1.27780
H 0.85131 0.90621 -2.03864
H -2.01255 -0.34050 0.45490
H 1.63874 -0.50850 0.02072
H 0.31009 -1.24544 -0.97434
*
```

SMILES string: OC[SiH3]
Lowest unoccupied orbital energy (eV): 0.952
Frontier orbital gap (eV): 11.44

=====

Version ii
The following is a quantum chemistry calculation of a 2-piece molecular cluster, CH6OSi overall, from the OMol25 dataset.

The geometry in ORCA input format:
```
! RIJCOSX wB97M-V def2-TZVPD def2/J DEFGRID3
* xyz 0 1
Si 0.34456 0.77731 -0.36533
H 1.87488 0.65514 -0.22175
H -0.48070 -1.70079 -1.03343
C -0.20165 -0.96438 -0.21449
H 0.16615 1.71188 -1.60196
O -0.10591 -1.51700 0.98547
H 0.04668 1.50275 0.94349
H 0.23647 -0.80227 1.64545
H -1.88048 0.33736 -0.13745
*
```

Lowest unoccupied orbital energy (spin up / spin down) (eV): -0.254 / -0.253
Frontier orbital gap (spin up / spin down) (eV): 8.15 / 8.15

=====

The data favor version i; the next most stable structure lies 0.1053 hartree above it.

=====

Version i
The following is a quantum chemistry calculation of a 2-piece molecular cluster, C2H5NS2 overall, from the OMol25 dataset.

The geometry in ORCA input format:
```
! RIJCOSX wB97M-V def2-TZVPD def2/J DEFGRID3
* xyz 0 1
H -0.33484 1.37729 0.21976
N -1.64738 -1.41921 -2.07840
C 0.08470 0.74406 0.86529
H 1.44161 -0.04494 -0.69477
H -0.61723 -0.13212 0.98704
S 2.66599 -0.02493 1.32462
S -2.43999 -1.38053 -0.66835
C 1.37576 0.24775 0.36793
H -0.83396 -0.71858 -2.21390
H 0.30534 1.35120 1.89079
*
```

SMILES string: CC=S.N=S
Lowest unoccupied orbital energy (spin up / spin down) (eV): -1.805 / -1.816
Frontier orbital gap (spin up / spin down) (eV): 6.98 / 6.97

=====

Version ii
The following is a quantum chemistry calculation of one molecule with the formula C2H5NS2, from the OMol25 dataset.

The geometry in ORCA input format:
```
! RIJCOSX wB97M-V def2-TZVPD def2/J DEFGRID3
* xyz 0 1
H 2.38065 1.66520 0.34534
S 1.54640 -0.29111 -0.37220
H 0.76278 1.90494 -0.21742
H 1.00866 1.24852 1.42158
C 0.20738 -1.19459 0.27433
H 0.54876 -2.15341 0.72937
H -2.99606 0.00938 -0.31352
S -1.79504 0.51671 -0.14808
N -1.03598 -0.99589 0.31455
C 1.38015 1.30910 0.41855
*
```

SMILES string: CS/C=N\S
Lowest unoccupied orbital energy (eV): 0.596
Frontier orbital gap (eV): 9.45

=====

The data favor version ii; the next most stable structure lies 0.0795 hartree above it.

=====

Version i
The following is a quantum chemistry calculation of one molecule with the formula C2H5NS2, from the OMol25 dataset.

The geometry in ORCA input format:
```
! RIJCOSX wB97M-V def2-TZVPD def2/J DEFGRID3
* xyz 0 1
H 2.12773 -2.00103 -0.27366
S -1.18711 -0.34026 0.33624
C -1.12435 1.40834 -0.01056
C 0.54264 -0.70496 0.16159
H -1.14156 1.72317 -1.13546
S 1.69369 0.78671 0.30695
H -0.22975 1.82238 0.43414
N 1.09977 -1.88944 0.09839
H -2.15763 1.81965 0.22595
H 0.37654 -2.62457 -0.14358
*
```

SMILES string: CSC(N)=S
Lowest unoccupied orbital energy (eV): 0.241
Frontier orbital gap (eV): 8.30

=====

Version ii
The following is a quantum chemistry calculation of a 2-piece molecular cluster, C2H5NS2 overall, from the OMol25 dataset.

The geometry in ORCA input format:
```
! RIJCOSX wB97M-V def2-TZVPD def2/J DEFGRID3
* xyz 0 1
C 1.04516 0.66490 1.51561
H 1.77476 0.03343 -1.10933
H -3.34464 1.58902 -0.21501
S 2.37414 -0.30931 1.18410
H -4.06466 0.01761 -1.19654
S -2.90421 0.46340 -0.76986
H 2.53377 -1.68413 -0.57941
H 0.72254 -1.17748 -0.16882
C 1.73240 -0.92336 -0.44698
N 0.13074 1.32592 1.78623
*
```

SMILES string: CSC#N.S
Lowest unoccupied orbital energy (eV): 0.409
Frontier orbital gap (eV): 10.07

=====

The data favor version ii; the next most stable structure lies 0.0067 hartree above it.

=====

Version i
The following is a quantum chemistry calculation of a 2-piece molecular cluster, C4H10NO2S overall, from the OMol25 dataset.

The geometry in ORCA input format:
```
! RIJCOSX wB97M-V def2-TZVPD def2/J DEFGRID3
* xyz -1 1
H 0.64871 -1.48547 1.14415
N 0.76265 1.31569 -0.76530
H -1.00804 -2.48541 0.14379
O 2.44341 -2.23108 1.01191
C 0.04621 -0.69653 0.65771
H -0.48000 2.98915 -0.72597
O 0.22590 2.59111 1.16146
C -0.20092 2.20355 -0.02796
H -0.56404 -0.15304 1.38986
H -1.09394 1.53200 0.10814
H -0.08273 -1.61900 -1.14501
H 3.37241 -2.59045 1.09768
S -2.16030 -0.67552 -0.94274
C 1.26721 0.13234 -0.00009
H 1.55289 1.83892 -0.94180
H 1.75255 -0.72540 -0.48248
C -0.82142 -1.48926 -0.33642
H 2.02743 0.51628 0.70610
*
```

Lowest unoccupied orbital energy (eV): -0.414
Frontier orbital gap (eV): 3.22

=====

Version ii
The following is a quantum chemistry calculation of a 2-piece molecular cluster, C4H10NO2S overall, from the OMol25 dataset.

The geometry in ORCA input format:
```
! RIJCOSX wB97M-V def2-TZVPD def2/J DEFGRID3
* xyz -1 1
O 3.72433 2.19952 -2.01802
H -0.94647 1.25733 0.69282
O 1.81964 0.12073 -0.45334
H 0.22073 -2.88290 2.15473
S -3.02527 0.15280 0.60760
H -0.52176 -1.02949 2.23122
H -0.94172 -2.10237 1.03400
C 0.78946 -0.47666 -0.08868
H 4.32058 1.50067 -1.89055
H 0.03715 0.45165 -1.62682
N 0.97870 -1.42403 0.84540
H -0.95000 -1.04280 -1.10891
C -1.44932 0.89361 -0.12692
H -1.82925 1.51790 -0.89544
C -0.44051 -0.06615 -0.79685
C -0.12656 -1.91227 1.65375
H 1.98146 -1.70691 0.91677
H 3.19255 2.36717 -1.22400
*
```

Lowest unoccupied orbital energy (eV): 3.403
Frontier orbital gap (eV): 6.06

=====

The data favor version ii; the next most stable structure lies 0.2352 hartree above it.